69
Properties=species:S:1:pos:R:3:mulliken_charge:R:1 method="wB97M-V/def2-TZVPD" mol_weight_g_mol=885.0 homo_lumo_gap_ev="6.856 / 5.647" multiplicity=2 de_lowest_kcal_mol=22.1 energy_ha=-5134.24047 charge=+2 lumo_energy_ha="-0.2554 / -0.2998"
W -0.3749 -1.2594 -0.4291 -0.08
S -1.9883 -2.9510 1.9164 -0.09
Sb -0.4283 -4.2861 0.6887 0.33
S 1.0697 -2.3612 1.0441 -0.14
S -0.9582 -3.3342 -1.4687 -0.41
N -1.0294 -0.6908 -2.6680 -0.32
C -0.5758 -1.2639 -3.9685 -0.64
C 0.8331 -0.7894 -4.3377 -0.36
C 1.8691 -1.9098 -4.3818 -1.00
C 1.8250 -2.7890 -3.1412 -0.74
N 1.7381 -1.9994 -1.8853 -0.16
H -2.0249 -0.8389 -2.5770 -0.12
H -0.9040 0.3155 -2.7076 0.42
H -1.2929 -0.9781 -4.7386 0.45
H -0.6266 -2.3465 -3.8778 0.46
H 1.1521 -0.0588 -3.5934 -0.03
H 0.8257 -0.2476 -5.2825 0.46
H 2.8595 -1.4637 -4.5021 0.41
H 1.7219 -2.5521 -5.2520 0.37
H 2.7055 -3.4334 -3.1159 0.50
H 0.9641 -3.4537 -3.1612 0.31
H 2.3359 -1.1813 -1.9691 0.10
H 2.1266 -2.5451 -1.1242 0.35
C -4.5241 -1.4528 -1.9806 -1.24
S -3.6827 -1.8220 -0.4566 0.60
C -4.7913 -1.0203 0.6740 -0.94
O -2.4559 -0.8597 -0.4861 -0.27
H -4.5681 -0.3738 -2.1296 0.38
H -5.5297 -1.8677 -1.8976 0.48
H -4.0074 -1.9610 -2.7942 0.40
H -5.7133 -1.6045 0.6684 0.53
H -4.9680 0.0059 0.3564 0.34
H -4.3354 -1.0532 1.6593 0.15
C 0.5690 0.2752 -0.8879 -0.19
Ge 1.0319 0.9835 0.8864 0.23
C 2.5840 0.2387 1.7308 0.33
C 3.6565 -0.2358 0.9726 0.21
C 4.7956 -0.7386 1.5842 -0.81
C 4.8710 -0.7774 2.9695 -0.50
C 3.8182 -0.2987 3.7380 -0.86
C 2.6829 0.2084 3.1233 0.18
C 0.9241 2.8998 1.0137 0.20
C 0.7450 3.4724 2.2742 -0.14
C 0.6749 4.8492 2.4124 -0.76
C 0.7790 5.6673 1.2933 -0.54
C 0.9543 5.1096 0.0363 -0.72
C 1.0258 3.7289 -0.1011 -0.18
C -0.7126 0.3834 1.6502 1.65
C -1.7623 1.2475 1.2674 -0.49
C -2.8688 1.4296 2.0687 -0.89
C -2.9687 0.7427 3.2770 -0.65
C -1.9678 -0.1293 3.6789 -0.65
C -0.8522 -0.3037 2.8728 -1.15
H 1.0945 0.6470 -1.7583 0.96
H 3.6232 -0.1938 -0.1125 0.32
H 5.6279 -1.0909 0.9889 0.45
H 5.7565 -1.1687 3.4527 0.42
H 3.8860 -0.3147 4.8180 0.44
H 1.8793 0.5889 3.7449 0.34
H 0.6570 2.8527 3.1613 0.27
H 0.5406 5.2876 3.3927 0.43
H 0.7258 6.7421 1.4050 0.41
H 1.0397 5.7477 -0.8333 0.42
H 1.1708 3.3095 -1.0916 0.25
H -1.6663 1.8345 0.3619 0.38
H -3.6421 2.1297 1.7787 0.58
H -3.8277 0.9046 3.9175 0.46
H -2.0446 -0.6556 4.6213 0.46
H -0.0473 -0.9466 3.2110 0.61


71
Properties=species:S:1:pos:R:3:mulliken_charge:R:1 method="wB97M-V/def2-TZVPD" mol_weight_g_mol=547.5 homo_lumo_gap_ev="6.511 / 7.372" multiplicity=6 de_lowest_kcal_mol=0.0 energy_ha=-2767.09062 charge=+1 lumo_energy_ha="-0.0937 / -0.1137"
Mn 1.4354 -0.3854 1.3202 0.52
C -4.0257 2.7022 -7.2039 -0.84
O -4.9538 1.6737 -6.8952 -0.41
C -4.5125 0.6194 -6.1759 0.84
C -5.4934 -0.3064 -5.7937 -0.60
C -5.1584 -1.3921 -5.0300 -0.25
C -3.8263 -1.5857 -4.6068 0.15
C -2.8412 -0.6854 -5.0428 -0.53
C -3.1808 0.4120 -5.8169 -0.38
N -3.5731 -2.6539 -3.7953 -0.85
N -2.3960 -2.8658 -3.2958 -0.16
C -1.9896 -2.1992 -2.1931 0.16
C -2.7856 -1.3104 -1.4638 -0.81
C -2.2794 -0.5854 -0.3804 -0.85
C -0.9658 -0.7225 0.0202 0.64
O -0.4217 -0.0616 1.0337 -0.38
C -0.1368 -1.6352 -0.6979 0.34
N 1.1641 -1.7160 -0.2832 -0.48
C 1.9681 -2.5599 -0.9029 -0.08
C 1.5585 -3.3673 -1.9666 -1.18
C 0.2590 -3.2800 -2.4024 -0.47
C -0.6286 -2.3996 -1.7672 0.84
H -4.6004 3.4963 -7.6700 0.24
H -3.2642 2.3496 -7.9030 0.34
H -3.5465 3.0816 -6.2989 0.35
H -6.5127 -0.1382 -6.1146 0.42
H -5.9076 -2.1102 -4.7239 0.43
H -1.8082 -0.8603 -4.7730 0.40
H -2.4061 1.0877 -6.1487 0.39
H -3.8194 -1.1918 -1.7586 0.47
H -2.9142 0.1032 0.1629 0.46
H 2.9942 -2.6095 -0.5549 0.40
H 2.2666 -4.0364 -2.4337 0.43
H -0.0993 -3.8792 -3.2293 0.53
N 3.5565 -0.6028 1.4350 -0.32
C 4.0652 -1.3717 2.6046 -0.49
C 3.3945 -2.7362 2.7379 -0.61
C 2.1242 -2.7159 3.5749 -0.64
N 1.0164 -2.0614 2.8453 -0.44
H 3.9036 -1.0398 0.5859 0.29
H 3.9873 0.3164 1.4542 0.26
H 3.8635 -0.7715 3.4943 0.23
H 5.1467 -1.4900 2.5286 0.48
H 4.0999 -3.4363 3.1861 0.39
H 3.1550 -3.1236 1.7421 0.17
H 2.2995 -2.1543 4.4944 0.33
H 1.8593 -3.7341 3.8657 0.43
H 0.2834 -1.7909 3.4922 0.25
H 0.5910 -2.7288 2.2078 0.28
C 0.5034 2.4575 1.9206 -0.88
N 0.3580 3.6080 2.7893 0.08
C -0.1183 3.1574 4.0978 -0.62
N 0.8217 2.2092 4.7119 0.16
C 0.9657 1.0673 3.8354 -0.81
N 1.4742 1.4465 2.4801 1.65
C 2.7665 2.1569 2.6816 -1.19
N 2.6397 3.3133 3.5415 0.09
C 1.6656 4.2433 2.9558 -0.69
C 2.1226 2.8724 4.8430 -0.76
H 0.8874 2.7836 0.9521 0.36
H -0.4493 1.9618 1.7738 0.20
H -1.0883 2.6734 3.9782 0.34
H -0.2313 4.0182 4.7560 0.35
H -0.0014 0.5809 3.6994 0.03
H 1.6729 0.3618 4.2815 0.08
H 3.1498 2.4657 1.7053 0.22
H 3.4712 1.4629 3.1491 0.33
H 2.0285 4.5776 1.9827 0.35
H 1.5690 5.1087 3.6107 0.34
H 2.0119 3.7424 5.4892 0.33
H 2.8362 2.1842 5.3012 0.32


73
Properties=species:S:1:pos:R:3:mulliken_charge:R:1 method="wB97M-V/def2-TZVPD" mol_weight_g_mol=598.6 homo_lumo_gap_ev=5.718 multiplicity=1 energy_ha=-2819.86919 charge=+1 lumo_energy_ha=-0.1755
C 5.1563 -0.2337 2.5729 0.00
C 4.6716 -0.4721 1.4927 -0.24
C 4.0803 -0.8348 0.1726 -1.36
C 2.5620 -0.5337 0.0606 0.49
C 1.6146 -1.5633 0.2590 0.23
P 2.2908 -3.2134 0.7642 0.99
O 1.3633 -4.0200 1.5661 -0.48
O 2.6858 -4.0606 -0.5732 -0.57
O 3.5762 -3.0937 1.7900 -0.57
C 0.1720 -1.3043 0.0629 -1.04
C -0.7136 -2.5787 0.2193 -2.02
C -1.2976 -2.7834 1.6336 -0.82
N -1.4221 -4.2137 2.0216 0.32
C -2.4202 -4.9148 1.1952 -0.49
C -3.9049 -4.7881 1.6705 -1.12
C -1.6683 -4.3498 3.4382 0.34
C -2.5457 -3.3772 4.2735 -0.96
O -1.1305 -5.2540 4.0262 -0.56
C -0.3678 -0.0372 -0.2564 0.76
P -2.1980 0.1659 -0.3298 0.66
O -2.5049 1.0857 0.7794 -0.76
O -2.8072 0.6262 -1.7649 -0.54
O -3.1254 -1.1114 0.0714 -0.33
C 0.6259 1.0459 -0.4680 -0.12
C 0.2378 2.3860 -0.8847 -0.47
C -1.1223 2.9230 -1.2772 -0.63
C -1.2110 2.7956 -2.8666 -0.13
C -2.3968 3.6074 -3.4735 -0.77
O -3.6533 3.0520 -3.1268 -0.39
C -4.2722 3.7197 -2.0252 -0.57
N 1.1789 3.3298 -1.0288 0.23
C 2.5090 3.1764 -0.8182 0.40
C 3.4273 4.3937 -1.0552 -0.69
C 3.1692 4.9505 -2.5106 -1.21
C 2.9862 1.9203 -0.4406 0.53
N 4.4073 1.8719 -0.2324 -0.65
C 4.7530 2.3782 0.8320 0.31
S 5.2264 3.0897 2.1384 -0.27
C 2.0536 0.8051 -0.2815 -0.52
H 5.4477 -0.0319 3.5964 0.44
H 4.5593 -0.3247 -0.6913 0.60
H 4.3116 -1.9026 -0.0285 0.45
H 2.9837 -3.4187 -1.2457 0.42
H 3.2724 -2.6182 2.5799 0.35
H -0.1667 -3.4965 -0.0878 1.18
H -1.4646 -2.5038 -0.5990 0.68
H -0.5735 -2.3509 2.3640 0.52
H -2.2721 -2.3051 1.8441 0.62
H -2.1621 -5.9975 1.2469 0.42
H -2.3843 -4.6486 0.1212 0.38
H -4.2705 -3.7482 1.7675 0.22
H -4.5329 -5.3360 0.9312 0.40
H -4.0484 -5.3435 2.6234 0.34
H -3.2653 -4.0005 4.8471 0.36
H -1.9646 -2.8148 5.0285 0.29
H -3.1756 -2.7053 3.6518 0.29
H -2.3453 0.1526 -2.4793 0.35
H -3.3812 -1.6571 -0.6909 0.32
H -1.1227 4.0361 -1.1516 0.48
H -2.0236 2.6128 -0.7438 0.65
H -1.2094 1.7345 -3.1860 0.22
H -0.2594 3.2347 -3.2545 0.33
H -2.3568 4.6428 -3.0561 0.40
H -2.2392 3.6793 -4.5697 0.39
H -4.9140 4.5643 -2.3635 0.29
H -3.5460 4.1568 -1.3060 0.26
H -4.8809 2.9573 -1.4968 0.26
H 0.9141 4.2678 -1.3320 0.42
H 4.4911 4.1316 -0.9705 0.30
H 3.2151 5.1768 -0.2944 0.40
H 2.7132 5.9613 -2.5031 0.30
H 4.1196 5.0628 -3.0733 0.39
H 2.5453 4.2475 -3.1050 0.33


69
Properties=species:S:1:pos:R:3:mulliken_charge:R:1 method="wB97M-V/def2-TZVPD" mol_weight_g_mol=535.5 smiles="CC(=O)OCCCCC[C@@H](Br)OC=O.c1cc[nH]c1.c1cc[nH]c1.c1cc[nH]c1.c1cc[nH]c1" homo_lumo_gap_ev=8.640 multiplicity=1 energy_ha=-4067.55793 charge=0 lumo_energy_ha=0.0121
C -0.7086 1.3197 0.9909 0.22
C -0.3588 1.8694 -0.3461 0.64
O 0.0446 2.9399 -0.4986 -0.54
O -0.5245 0.9960 -1.3552 -0.39
C 0.6626 0.8264 -2.1465 -0.82
C 1.7793 0.1050 -1.4095 0.06
C 2.7468 1.0820 -0.7647 -0.51
C 3.9873 0.4451 -0.1213 -0.84
C 3.8224 0.1489 1.3569 -1.05
C 2.9921 -1.0624 1.7185 0.91
Br 3.1585 -2.5448 0.4297 -0.15
O 3.4673 -1.5198 2.9833 -0.33
C 2.4959 -2.0351 3.7686 0.05
O 1.8213 -2.9294 3.4928 -0.40
H -0.6369 2.0779 1.7431 0.40
H -0.0143 0.5174 1.1781 -0.62
H -1.6959 0.8954 0.9040 0.03
H 0.9959 1.7867 -2.5080 0.35
H 0.3740 0.2335 -2.9921 0.43
H 2.3150 -0.4493 -2.1625 0.51
H 1.3789 -0.5765 -0.6767 -0.26
H 2.2744 1.7444 -0.0569 0.22
H 3.1362 1.6902 -1.5653 0.43
H 4.7493 1.2072 -0.1871 0.38
H 4.3544 -0.3871 -0.6978 0.42
H 3.3015 1.0005 1.7696 0.31
H 4.7574 0.1111 1.8821 0.39
H 1.9465 -0.8484 1.8221 -0.34
H 2.3679 -1.5129 4.7174 0.43
N -1.1760 -2.4370 1.8599 0.25
C -1.3464 -2.5949 0.5121 -0.70
C -2.6880 -2.6752 0.2621 -0.19
C -3.3554 -2.5585 1.5109 -0.53
C -2.3934 -2.4097 2.4771 -0.64
H -0.2898 -2.3591 2.3260 0.17
H -0.4980 -2.6413 -0.1500 0.37
H -3.1410 -2.8063 -0.7063 0.37
H -4.4195 -2.5848 1.6816 0.53
H -2.4717 -2.2921 3.5444 0.41
N -4.1072 1.5240 2.7051 0.09
C -3.8591 2.8604 2.6016 -0.54
C -4.1095 3.4309 3.8213 -0.43
C -4.5230 2.3915 4.6964 -0.53
C -4.5093 1.2270 3.9783 -0.39
H -4.0093 0.8570 1.9617 0.20
H -3.5262 3.2914 1.6725 0.42
H -4.0068 4.4761 4.0601 0.42
H -4.7980 2.4886 5.7333 0.40
H -4.7501 0.2167 4.2612 0.39
N -6.2181 -0.9084 -2.2750 0.00
C -5.7591 -1.9881 -1.5715 -0.42
C -5.9748 -3.1068 -2.3298 -0.30
C -6.5846 -2.6841 -3.5423 -0.48
C -6.7194 -1.3237 -3.4784 -0.51
H -6.1911 0.0428 -1.9575 0.19
H -5.3217 -1.8667 -0.5959 0.32
H -5.7233 -4.1158 -2.0485 0.41
H -6.8884 -3.3083 -4.3657 0.39
H -7.1271 -0.6183 -4.1818 0.38
N 7.0327 0.7215 -2.5848 0.02
C 6.2714 0.8381 -3.7162 -0.46
C 6.7109 1.9353 -4.4062 -0.45
C 7.7826 2.5010 -3.6637 -0.39
C 7.9578 1.7290 -2.5473 -0.51
H 6.9278 0.0065 -1.8889 0.22
H 5.4862 0.1333 -3.9307 0.40
H 6.3106 2.2930 -5.3398 0.41
H 8.3580 3.3741 -3.9211 0.39
H 8.6569 1.8093 -1.7328 0.37


77
Properties=species:S:1:pos:R:3:mulliken_charge:R:1 method="wB97M-V/def2-TZVPD" mol_weight_g_mol=942.2 homo_lumo_gap_ev=5.483 multiplicity=1 de_lowest_kcal_mol=12.8 energy_ha=-4491.06918 charge=-2 lumo_energy_ha=0.1292
Cs 0.6995 0.1028 1.5823 0.99
C -3.9089 -0.5267 -1.1855 -0.57
C -3.7802 -1.3065 -0.0420 -0.80
C -3.2667 -0.7728 1.1278 0.42
C -2.8575 0.5696 1.1939 -0.41
C -2.9852 1.3423 0.0283 -0.53
C -3.5024 0.8015 -1.1377 -0.31
N -2.1884 1.0917 2.2853 -0.25
C -2.6984 1.0885 3.4980 0.17
C -4.1018 0.8822 3.7830 -0.43
C -4.6109 1.0156 5.0389 -0.62
C -3.7917 1.3363 6.1459 -0.79
C -2.4479 1.4963 5.9286 -0.25
C -1.8809 1.3613 4.6521 0.18
N -0.5011 1.4047 4.4520 0.60
N 0.1978 1.7567 5.4365 -0.90
C 1.5979 1.6051 5.2136 0.22
C 2.4342 2.4532 5.9391 -0.24
C 3.7990 2.2907 5.8272 -0.40
C 4.2921 1.2729 5.0205 -0.48
C 3.3790 0.4791 4.3466 -0.35
N 2.0605 0.6387 4.4280 -0.11
H -4.2862 -0.9552 -2.1057 0.36
H -4.0531 -2.3553 -0.0671 0.35
H -3.1314 -1.4024 1.9995 0.55
H -2.6428 2.3700 0.0599 0.37
H -3.5713 1.4227 -2.0249 0.36
H -4.7546 0.6498 2.9515 0.34
H -5.6766 0.8722 5.1920 0.33
H -4.2122 1.4199 7.1398 0.34
H -1.7754 1.7026 6.7513 0.40
H 1.9893 3.2134 6.5662 0.39
H 4.4729 2.9452 6.3677 0.35
H 5.3531 1.1010 4.9060 0.37
H 3.7166 -0.3294 3.7065 0.35
O 3.2914 2.4646 1.7694 -0.57
Cl 3.0040 2.2061 0.3785 1.27
O 4.1250 2.5430 -0.4553 -0.66
O 2.7062 0.7695 0.2349 -0.56
O 1.8221 2.9324 -0.0208 -0.55
C -1.6307 0.9890 -6.7290 -1.07
Si -1.0020 0.8770 -4.9592 0.04
C -1.4609 2.4584 -4.0711 -1.00
C -1.8088 -0.5803 -4.1213 -0.65
C 0.8571 0.6498 -4.9792 -0.63
Te 1.6793 1.0345 -3.0322 0.14
C 3.1295 -0.5313 -3.0353 -0.90
Si 2.4877 -2.2527 -2.6608 0.02
C 1.5815 -2.9294 -4.1635 -0.78
C 1.3551 -2.2629 -1.1949 -0.11
C 3.9649 -3.3495 -2.3056 -1.08
H -2.7214 1.0394 -6.7598 0.29
H -1.3175 0.1177 -7.3088 0.29
H -1.2384 1.8793 -7.2263 0.30
H -2.5362 2.6413 -4.1438 0.30
H -0.9413 3.3227 -4.4912 0.34
H -1.2087 2.4010 -3.0101 0.30
H -2.8935 -0.4545 -4.0868 0.23
H -1.4618 -0.6831 -3.0920 0.15
H -1.5943 -1.5137 -4.6472 0.40
H 1.3538 1.2863 -5.7122 0.47
H 1.0831 -0.3894 -5.2220 0.09
H 3.8305 -0.2289 -2.2529 0.36
H 3.6591 -0.4704 -3.9880 0.54
H 0.5650 -2.5369 -4.2270 0.03
H 1.5075 -4.0167 -4.0794 0.38
H 2.0965 -2.6956 -5.0982 0.31
H 0.5684 -1.5103 -1.2896 0.03
H 1.9145 -2.0713 -0.2774 -0.08
H 0.8762 -3.2364 -1.0692 0.35
H 4.7103 -3.2951 -3.1035 0.30
H 3.6556 -4.3909 -2.1937 0.34
H 4.4458 -3.0514 -1.3722 0.29
Cl 2.1650 -5.8368 1.3224 -0.40
Si 1.4833 -3.8832 2.0957 0.22
Cl -0.6089 -3.9915 1.3963 -0.33
Cl 1.1400 -4.4874 4.1771 -0.42


77
Properties=species:S:1:pos:R:3:mulliken_charge:R:1 method="wB97M-V/def2-TZVPD" mol_weight_g_mol=937.5 homo_lumo_gap_ev=6.555 multiplicity=1 de_lowest_kcal_mol=2.2 energy_ha=-6730.18396 charge=+1 lumo_energy_ha=-0.1348
Hf 0.7175 0.2486 -0.9282 1.20
C 4.2362 0.1174 0.0696 -0.99
C 3.9379 -1.3448 0.3394 -1.09
S 2.3532 -1.9517 -0.3322 0.26
C 1.7121 -2.7856 1.1405 -0.35
C 1.4517 -1.8947 2.3496 -1.19
S 0.4826 -0.4128 1.9373 0.28
C 1.3988 0.8826 2.7834 -0.58
C 2.8148 1.1066 2.2786 -1.14
S 2.9119 1.2801 0.4751 0.29
H 4.4153 0.2939 -0.9853 0.30
H 5.1278 0.4203 0.6209 0.62
H 3.9333 -1.5605 1.4063 0.50
H 4.7246 -1.9499 -0.1110 0.60
H 2.4220 -3.5712 1.4021 0.73
H 0.8013 -3.2770 0.8049 -0.25
H 2.3802 -1.5775 2.8221 0.54
H 0.8922 -2.4667 3.0897 0.69
H 1.4052 0.6749 3.8539 0.58
H 0.7918 1.7727 2.6245 -0.09
H 3.4808 0.2943 2.5669 0.61
H 3.2047 2.0244 2.7187 0.57
C -0.8618 5.8478 0.6725 -0.93
C -0.0887 4.9501 1.6296 -0.89
S 1.1639 3.8394 0.9263 0.37
C 2.0143 4.7878 -0.3626 -1.10
C 2.1410 4.0564 -1.7130 -0.98
S 0.7647 3.0601 -2.3154 0.46
C -0.4245 4.2479 -2.9792 -0.98
C -0.8779 5.4211 -2.1251 -0.64
S -1.7732 4.9554 -0.6157 -0.01
H -0.2229 6.5932 0.2021 0.42
H -1.5884 6.4052 1.2653 0.47
H -0.7802 4.2527 2.1079 0.36
H 0.3634 5.5614 2.4119 0.52
H 3.0222 5.0121 -0.0128 0.55
H 1.5024 5.7391 -0.4748 0.36
H 2.9622 3.3409 -1.6784 0.33
H 2.3927 4.7840 -2.4872 0.68
H -1.2723 3.6248 -3.2693 0.40
H 0.0187 4.6325 -3.9002 0.48
H -1.5466 6.0249 -2.7404 0.48
H -0.0375 6.0593 -1.8589 0.26
S -1.3884 1.4147 -0.1484 -0.13
C -2.4255 0.0071 0.0192 -0.01
N -3.7180 0.1854 0.1392 -0.52
N -4.5728 -0.7679 0.3596 0.00
C -4.3633 -2.0522 0.9581 0.52
C -3.6915 -2.1355 2.1775 -0.15
C -3.5644 -3.3598 2.8024 -0.67
C -4.1109 -4.5056 2.2225 -0.56
C -4.7856 -4.4094 1.0203 -0.65
C -4.9126 -3.1788 0.3806 -0.23
N -2.0282 -1.2704 -0.2547 -0.11
N -0.8680 -1.5016 -0.6859 0.30
C -0.6971 -2.8919 -1.0274 -0.68
C -1.3708 -3.8631 -0.2858 0.35
C -1.1912 -5.2016 -0.5825 -0.73
C -0.3443 -5.5817 -1.6175 -0.64
C 0.3189 -4.6125 -2.3528 -0.86
C 0.1491 -3.2653 -2.0635 0.02
H -5.5239 -0.4410 0.2967 0.25
H -3.2840 -1.2382 2.6268 0.40
H -3.0590 -3.4254 3.7573 0.42
H -4.0186 -5.4616 2.7202 0.44
H -5.2200 -5.2915 0.5689 0.41
H -5.4289 -3.0992 -0.5679 0.45
H -2.0220 -3.5608 0.5226 0.31
H -1.7142 -5.9506 -0.0018 0.45
H -0.2047 -6.6294 -1.8484 0.42
H 0.9725 -4.8949 -3.1674 0.50
H 0.6564 -2.5233 -2.6598 0.51
O 2.1507 1.0279 -4.7263 -0.61
Se 2.0785 -0.0183 -3.5494 1.26
O 2.5147 0.6607 -2.0493 -0.73
O 0.4699 -0.2219 -2.9088 -0.83
O 2.7297 -1.4621 -3.6833 -0.63